{
  "formula": "C36H65ClN3O8",
  "method": "ωB97M-V with the def2-TZVPD basis set",
  "elements": ["C", "C", "O", "C", "C", "O", "C", "C", "C", "Cl", "C", "O", "O", "C", "O", "H", "H", "H", "H", "H", "H", "H", "H", "H", "H", "H", "C", "C", "C", "C", "C", "C", "N", "O", "C", "C", "C", "H", "H", "H", "H", "H", "H", "H", "H", "H", "H", "H", "H", "H", "H", "H", "H", "H", "H", "C", "C", "C", "C", "C", "C", "N", "O", "C", "C", "C", "H", "H", "H", "H", "H", "H", "H", "H", "H", "H", "H", "H", "H", "H", "H", "H", "H", "H", "C", "C", "C", "C", "C", "C", "N", "O", "C", "C", "C", "H", "H", "H", "H", "H", "H", "H", "H", "H", "H", "H", "H", "H", "H", "H", "H", "H", "H"],
  "positions_angstrom": [[-5.1715, -4.1881, 1.2829], [-4.3306, -3.1716, 0.4905], [-3.1891, -3.6899, -0.1287], [-2.2700, -4.2451, 0.7820], [-0.8451, -4.1169, 0.2524], [0.0194, -3.7862, 1.3244], [0.7144, -2.5842, 1.1435], [0.7914, -1.8227, 2.4206], [-0.1669, -1.0274, 2.8565], [-1.6470, -0.6731, 2.1526], [0.2824, -0.3850, 4.1299], [-0.2629, 0.5347, 4.6852], [1.4371, -0.9766, 4.4903], [1.8808, -1.7633, 3.4003], [2.9886, -2.2264, 3.3775], [-5.3367, -3.8211, 2.2851], [-6.1452, -4.2821, 0.8294], [-4.7117, -5.1593, 1.3520], [-4.0775, -2.3436, 1.1484], [-4.9474, -2.7548, -0.2874], [-2.3027, -3.6924, 1.7159], [-2.4770, -5.2909, 0.9843], [-0.5313, -5.0583, -0.1731], [-0.8334, -3.3928, -0.5533], [0.2804, -1.9245, 0.4036], [1.7312, -2.7854, 0.8215], [-1.8773, 7.0797, 5.1914], [-2.2586, 6.3154, 3.8970], [-3.4557, 5.3990, 4.1554], [-3.1122, 4.1637, 4.9862], [-1.9347, 3.4066, 4.3736], [-0.7164, 4.2989, 4.1352], [-1.0936, 5.5341, 3.3896], [-1.2377, 5.2731, 2.1363], [-0.0630, 4.6452, 5.4860], [0.3437, 3.5239, 3.3649], [-2.6576, 7.3736, 2.8758], [-2.3000, 8.0831, 5.1889], [-2.2397, 6.5893, 6.0950], [-0.7990, 7.2026, 5.2789], [-3.8674, 5.0693, 3.1963], [-4.2422, 5.9747, 4.6486], [-2.8893, 4.4446, 6.0194], [-3.9816, 3.5051, 5.0332], [-1.6527, 2.5741, 5.0159], [-2.2556, 2.9668, 3.4237], [0.7465, 5.3641, 5.3509], [0.3610, 3.7448, 5.9291], [-0.7592, 5.0499, 6.2171], [-0.0371, 3.1217, 2.4264], [0.6920, 2.6813, 3.9566], [1.2045, 4.1556, 3.1355], [-1.8174, 8.0290, 2.6411], [-3.4616, 7.9824, 3.2877], [-3.0214, 6.9366, 1.9479], [0.9711, -4.2867, -6.0046], [-0.2082, -4.8403, -5.1631], [-1.3541, -5.2784, -6.0766], [-2.1244, -4.1138, -6.6951], [-2.5931, -3.1417, -5.6137], [-1.4571, -2.6642, -4.7102], [-0.6750, -3.8176, -4.1823], [-1.3196, -4.3763, -3.2180], [-0.5519, -1.6906, -5.4887], [-2.0294, -1.8587, -3.5496], [0.3271, -6.0604, -4.4240], [1.7372, -5.0470, -6.1471], [0.6656, -3.9599, -6.9986], [1.4595, -3.4511, -5.5055], [-2.0551, -5.8913, -5.5015], [-0.9539, -5.9212, -6.8633], [-1.5099, -3.5945, -7.4357], [-2.9898, -4.4992, -7.2373], [-3.0729, -2.2755, -6.0730], [-3.3573, -3.6342, -5.0046], [0.3232, -1.4198, -4.8963], [-1.0997, -0.7750, -5.7093], [-0.2084, -2.0813, -6.4438], [-2.7710, -2.4191, -2.9826], [-2.5149, -0.9609, -3.9307], [-1.2405, -1.5513, -2.8606], [1.1270, -5.7826, -3.7357], [0.7292, -6.7687, -5.1473], [-0.4481, -6.5751, -3.8595], [3.7353, 1.2097, -2.5457], [2.9151, 1.1852, -1.2299], [2.8884, 2.5749, -0.5917], [4.2153, 2.9802, 0.0424], [4.6975, 1.9101, 1.0188], [4.7616, 0.5154, 0.3965], [3.4751, 0.1737, -0.2821], [2.5707, -0.1592, 0.5716], [5.9383, 0.4420, -0.5949], [5.0732, -0.5078, 1.4783], [1.4929, 0.7956, -1.6184], [3.0792, 1.2977, -3.4101], [4.4318, 2.0466, -2.5946], [4.2987, 0.2880, -2.6826], [2.1107, 2.6018, 0.1784], [2.5985, 3.3062, -1.3485], [4.9705, 3.1617, -0.7275], [4.0899, 3.9263, 0.5718], [5.6842, 2.1746, 1.4028], [4.0235, 1.8902, 1.8814], [5.9373, -0.5108, -1.1256], [6.8799, 0.5191, -0.0529], [5.9409, 1.2419, -1.3318], [4.3642, -0.4729, 2.2984], [6.0607, -0.3100, 1.8931], [5.0709, -1.5213, 1.0749], [1.4645, -0.2076, -2.0495], [1.1202, 1.4979, -2.3625], [0.8086, 0.8264, -0.7717]],
  "atomic_forces_ev_per_a": [[0.009, 0.585, -0.093], [-0.549, -0.263, 0.375], [0.185, -0.163, -0.368], [0.352, 0.289, -0.071], [-0.528, -0.378, -0.046], [-0.188, 0.143, -0.001], [1.351, -0.025, 0.207], [-0.585, -0.275, -0.616], [0.188, 0.302, 0.702], [-0.321, 0.151, -0.179], [-1.495, 1.135, -0.075], [0.837, -1.133, -0.031], [0.735, 0.123, 0.029], [1.558, -0.613, 0.247], [-1.540, 0.488, 0.172], [-0.014, -0.010, 0.403], [-0.322, -0.280, -0.189], [0.178, -0.336, -0.080], [0.351, 0.221, 0.206], [-0.083, 0.161, -0.490], [-0.054, 0.094, 0.369], [-0.286, -0.244, 0.107], [0.273, -0.327, -0.161], [0.064, 0.340, -0.088], [-0.378, 0.069, -0.252], [0.303, -0.074, -0.197], [0.131, -0.061, 0.081], [-0.084, 1.128, 0.943], [-0.102, -0.483, -0.018], [0.085, 0.076, -0.057], [-0.539, 0.107, -0.107], [0.969, -0.336, 1.189], [-1.228, -1.063, -0.780], [0.460, 0.309, -0.247], [-0.123, 0.196, 0.135], [0.083, 0.009, -0.614], [0.058, -0.077, -0.445], [-0.134, -0.028, -0.095], [0.070, -0.048, -0.018], [0.002, -0.023, -0.029], [0.104, 0.035, -0.063], [0.042, 0.111, -0.011], [0.020, 0.016, -0.014], [-0.009, 0.006, 0.022], [0.150, -0.004, -0.011], [0.081, 0.083, -0.071], [0.001, 0.005, -0.024], [-0.014, -0.086, -0.113], [0.014, 0.026, -0.046], [-0.055, 0.118, -0.012], [-0.070, 0.040, 0.187], [-0.037, 0.062, 0.000], [0.017, -0.012, 0.008], [0.008, -0.009, 0.132], [0.119, -0.052, 0.008], [-0.001, 0.173, 0.000], [1.268, -0.135, -0.751], [-0.468, 0.106, -0.049], [0.056, 0.034, 0.057], [-0.143, -0.470, -0.157], [0.393, 1.458, -0.458], [-1.570, -0.849, -0.118], [0.407, 0.030, 0.547], [0.148, -0.138, -0.133], [-0.158, -0.223, 0.385], [-0.179, -0.116, 0.412], [-0.095, -0.136, 0.009], [-0.027, 0.069, 0.045], [-0.027, -0.001, 0.026], [0.049, 0.036, 0.108], [0.109, -0.016, 0.035], [0.022, 0.006, 0.026], [0.008, 0.000, -0.022], [0.050, 0.091, 0.058], [0.083, -0.013, 0.101], [0.000, -0.008, 0.025], [-0.105, -0.013, 0.084], [0.017, -0.029, 0.046], [0.102, -0.080, 0.019], [0.058, 0.024, -0.130], [0.030, -0.007, -0.003], [0.001, 0.022, 0.000], [0.033, 0.068, -0.107], [-0.007, 0.120, 0.051], [0.143, -0.070, 0.007], [0.152, 0.128, -1.545], [0.108, 0.163, 0.443], [0.033, -0.064, -0.026], [-0.408, 0.356, -0.009], [1.443, -0.310, -0.296], [-0.829, 1.252, 1.180], [0.024, -0.726, 0.112], [-0.092, 0.125, -0.239], [-0.334, -0.215, 0.162], [-0.262, -0.241, 0.296], [-0.128, 0.084, 0.069], [0.040, -0.051, 0.047], [-0.014, -0.007, 0.031], [-0.008, -0.112, 0.000], [-0.042, -0.072, -0.091], [-0.003, -0.028, -0.006], [0.003, 0.013, -0.015], [0.062, -0.116, -0.003], [-0.047, -0.105, -0.039], [-0.014, -0.017, 0.013], [-0.047, -0.024, 0.133], [-0.036, -0.039, 0.011], [-0.100, -0.010, -0.020], [0.057, 0.077, -0.090], [-0.021, -0.007, -0.007], [0.022, -0.009, -0.002], [0.099, 0.053, -0.063], [0.082, -0.061, 0.026]],
  "lowdin_spin": [0.00, 0.00, 0.00, 0.00, 0.00, 0.00, 0.00, 0.00, 0.00, 0.00, 0.00, 0.00, 0.00, 0.00, 0.00, 0.00, 0.00, 0.00, 0.00, 0.00, 0.00, 0.00, 0.00, 0.00, 0.00, 0.00, 0.00, 0.03, 0.02, 0.00, 0.02, 0.03, 0.37, 0.54, 0.00, 0.00, 0.00, 0.00, 0.00, 0.00, 0.00, 0.00, 0.00, 0.00, 0.00, 0.00, 0.00, 0.00, 0.00, 0.00, 0.00, 0.00, 0.00, 0.00, 0.00, 0.00, 0.03, 0.02, 0.00, 0.02, 0.03, 0.36, 0.54, 0.00, 0.00, 0.00, 0.00, 0.00, 0.00, 0.00, 0.00, 0.00, 0.00, 0.00, 0.00, 0.00, 0.00, 0.00, 0.00, 0.00, 0.00, 0.00, 0.00, 0.00, 0.00, 0.03, 0.02, 0.00, 0.02, 0.03, 0.38, 0.52, 0.00, 0.00, 0.00, 0.00, 0.00, 0.00, 0.00, 0.00, 0.00, 0.00, 0.00, 0.00, 0.00, 0.00, 0.00, 0.00, 0.00, 0.00, 0.00, 0.00, 0.00],
  "total_energy_ha": -2636.88044,
  "e_homo_ha": [-0.301, -0.337],
  "s_squared": 3.762,
  "relative_energy_kj_mol": 0.00,
  "max_force_ev_per_a": 1.910,
  "total_charge": 0,
  "multiplicity": 4,
  "gap_ev": [7.416, 8.385]
}

{
  "formula": "C36H65F2N12O2Ti",
  "method": "ωB97M-V with the def2-TZVPD basis set",
  "elements": ["Ti", "C", "N", "C", "C", "N", "C", "C", "N", "C", "C", "N", "C", "N", "C", "C", "N", "C", "C", "C", "C", "N", "C", "N", "C", "C", "N", "C", "C", "N", "C", "C", "H", "H", "H", "H", "H", "H", "H", "H", "H", "H", "H", "H", "H", "H", "H", "H", "H", "H", "H", "H", "H", "H", "H", "H", "H", "H", "H", "H", "H", "H", "H", "H", "H", "H", "H", "H", "H", "H", "H", "H", "H", "H", "H", "H", "H", "H", "H", "H", "F", "C", "C", "C", "C", "C", "F", "C", "C", "C", "C", "C", "C", "N", "H", "H", "H", "H", "H", "H", "C", "N", "C", "C", "O", "H", "H", "H", "H", "H", "H", "H", "C", "O", "H", "H", "H", "H"],
  "positions_angstrom": [[-0.3835, -0.2004, -0.3921], [-1.6320, 0.6547, 4.7487], [-0.5525, 0.8331, 3.7933], [0.3916, -0.2590, 3.6902], [-0.5838, 1.8513, 2.8878], [-0.1839, 1.7153, 1.6597], [0.1175, 2.9523, 0.9336], [0.5433, 2.5858, -0.4632], [-0.5157, 1.8613, -1.2064], [-1.7319, 2.6905, -1.3897], [-2.8299, 2.5741, -0.3432], [-3.0443, 1.2671, 0.2616], [-4.2689, 0.8162, 0.2574], [-5.1628, 0.9963, -0.7771], [-4.7247, 0.9431, -2.1539], [-6.5906, 1.1706, -0.5754], [-4.7546, 0.1527, 1.3486], [-4.4068, 0.5807, 2.6949], [-5.7103, -0.9326, 1.2702], [0.0217, 1.5290, -2.5478], [-0.8231, 0.4934, -3.2814], [-1.1570, -0.6131, -2.3750], [-1.7515, -1.6458, -2.8821], [-1.9364, -1.8487, -4.2301], [-3.1840, -2.4300, -4.7090], [-0.8514, -1.8152, -5.2023], [-2.2443, -2.6063, -2.0251], [-2.1292, -4.0077, -2.3855], [-3.3405, -2.2898, -1.1293], [-1.0053, 3.0729, 3.4234], [-2.1801, 3.7431, 2.9123], [-0.6087, 3.4697, 4.7641], [-2.0761, -0.3363, 4.6196], [-1.2757, 0.7369, 5.7793], [-2.4113, 1.3981, 4.5890], [0.5985, -0.6258, 4.6985], [0.0326, -1.0815, 3.0753], [1.3093, 0.0990, 3.2369], [-0.7167, 3.6568, 0.8768], [0.9354, 3.4996, 1.4132], [0.8352, 3.4872, -1.0171], [1.4118, 1.9343, -0.3907], [-1.4232, 3.7393, -1.4463], [-2.1573, 2.4418, -2.3574], [-2.5863, 3.2614, 0.4631], [-3.7408, 2.9711, -0.8037], [-3.6798, 0.6494, -2.1800], [-5.3108, 0.1979, -2.7038], [-4.8490, 1.9053, -2.6622], [-6.7931, 1.4305, 0.4605], [-6.9417, 1.9897, -1.2068], [-7.1666, 0.2767, -0.8353], [-3.5488, 1.2460, 2.6483], [-5.2530, 1.1054, 3.1548], [-4.1611, -0.2797, 3.3185], [-5.8604, -1.2318, 0.2366], [-5.3230, -1.7924, 1.8234], [-6.6772, -0.6590, 1.7054], [0.1023, 2.4269, -3.1642], [1.0308, 1.1320, -2.4191], [-1.7327, 0.9415, -3.6911], [-0.2325, 0.1752, -4.1349], [-3.9291, -2.4384, -3.9167], [-3.5717, -1.8235, -5.5309], [-3.0459, -3.4505, -5.0780], [0.1140, -1.8956, -4.7030], [-0.9534, -2.6788, -5.8611], [-0.8649, -0.9182, -5.8263], [-3.0458, -4.4157, -2.8271], [-1.9065, -4.5747, -1.4781], [-1.3042, -4.1515, -3.0824], [-3.2267, -1.2836, -0.7444], [-4.3091, -2.3898, -1.6400], [-3.3288, -2.9781, -0.2831], [-1.9604, 4.7563, 2.5612], [-2.6111, 3.1723, 2.0959], [-2.9383, 3.8215, 3.6986], [0.2153, 2.8499, 5.1095], [-0.2784, 4.5111, 4.7544], [-1.4326, 3.3888, 5.4833], [-3.1273, -2.6420, 3.6841], [-2.2321, -2.7213, 2.6736], [-1.9404, -1.5960, 1.9418], [-1.0278, -1.6545, 0.8824], [-0.4030, -2.8988, 0.6117], [-0.7241, -3.9957, 1.4012], [-0.1313, -5.1967, 1.1915], [-1.6391, -3.9462, 2.4330], [0.6230, -2.8852, -0.4397], [1.3067, -3.9975, -0.9231], [2.3303, -3.8594, -1.8433], [2.6599, -2.5828, -2.2821], [1.9274, -1.5213, -1.8110], [0.9116, -1.6342, -0.9225], [-2.4032, -0.6487, 2.1934], [-1.8542, -4.8183, 3.0350], [1.0392, -4.9793, -0.5673], [2.8664, -4.7272, -2.2060], [3.4754, -2.4123, -2.9729], [2.1687, -0.5223, -2.1415], [5.3665, 1.6576, -1.2426], [5.2147, 1.6349, 0.2096], [6.2432, 2.1900, 1.0925], [4.1049, 1.0980, 0.7180], [3.1850, 0.6388, 0.0379], [6.3322, 2.0851, -1.4944], [4.5801, 2.2546, -1.7056], [5.3021, 0.6465, -1.6437], [7.1632, 2.3151, 0.5306], [6.4429, 1.5136, 1.9217], [5.9510, 3.1607, 1.4932], [4.0714, 1.0912, 1.8178], [3.1032, -2.3333, 2.0418], [2.0624, -1.4118, 1.7697], [3.6116, -2.6614, 1.1277], [2.6526, -3.2079, 2.5112], [3.8525, -1.9264, 2.7319], [2.4060, -0.7074, 1.2013]],
  "atomic_forces_ev_per_a": [[-1.019, 1.803, 0.649], [0.076, 0.029, 0.033], [-0.114, 0.004, -0.114], [0.040, 0.077, 0.022], [0.041, 0.010, 0.110], [-0.007, -0.061, -0.073], [-0.141, -0.265, 0.210], [-0.066, 0.207, -0.064], [0.202, 0.557, -0.405], [0.036, -0.219, -0.095], [-0.052, -0.185, 0.013], [-0.062, 0.022, -0.103], [0.074, 0.283, 0.119], [-0.062, -0.188, -0.029], [-0.096, 0.021, 0.009], [0.080, 0.018, -0.030], [0.006, -0.001, 0.075], [-0.088, -0.053, -0.119], [0.028, -0.040, 0.056], [-0.269, -0.178, 0.067], [-0.125, 0.003, 0.229], [0.054, 0.588, -0.622], [-0.101, -0.165, 0.088], [0.104, -0.177, -0.175], [0.134, 0.005, -0.032], [-0.075, 0.007, 0.083], [-0.303, -0.106, -0.167], [-0.056, 0.036, 0.008], [0.088, -0.106, 0.095], [-0.027, -0.006, 0.080], [0.089, 0.047, 0.009], [-0.058, -0.037, -0.079], [0.020, 0.024, 0.015], [0.026, -0.011, 0.009], [0.058, -0.018, 0.052], [0.034, 0.023, 0.008], [0.065, 0.077, 0.131], [-0.036, 0.031, 0.062], [0.015, -0.028, 0.095], [0.048, 0.004, 0.023], [-0.007, 0.053, -0.067], [0.114, -0.091, -0.095], [0.000, 0.091, -0.088], [0.025, -0.108, -0.100], [-0.052, 0.049, -0.208], [-0.035, 0.068, -0.054], [0.131, -0.001, -0.043], [0.003, 0.023, 0.012], [0.046, -0.002, 0.007], [0.007, -0.018, 0.006], [0.010, 0.024, 0.012], [0.016, 0.015, -0.007], [-0.045, -0.061, -0.034], [0.004, -0.021, 0.000], [-0.004, 0.013, -0.020], [0.017, -0.004, -0.019], [0.012, 0.004, 0.001], [0.005, -0.008, -0.031], [0.118, 0.137, -0.042], [0.054, 0.058, 0.084], [-0.078, -0.007, -0.021], [0.078, -0.008, -0.088], [0.039, 0.019, 0.001], [0.006, -0.005, 0.013], [0.001, -0.005, 0.029], [-0.014, 0.045, 0.042], [0.011, -0.042, 0.002], [-0.006, 0.014, -0.019], [-0.002, -0.004, 0.011], [-0.001, 0.005, -0.014], [-0.021, 0.020, 0.016], [0.017, 0.118, 0.055], [-0.040, -0.009, -0.007], [0.042, 0.047, 0.039], [-0.001, 0.042, -0.016], [0.047, -0.033, 0.229], [-0.027, 0.010, 0.045], [-0.002, 0.009, -0.027], [-0.009, 0.007, -0.009], [0.007, -0.031, -0.005], [-0.140, 0.046, 0.193], [0.061, 0.008, -0.140], [-0.147, 0.110, -0.266], [-0.353, -1.005, 0.728], [0.040, 0.206, -0.083], [-0.073, -0.128, 0.047], [0.000, -0.043, 0.019], [0.040, -0.090, 0.009], [0.046, 0.040, 0.090], [0.043, -0.182, -0.057], [-0.051, -0.041, 0.006], [0.061, -0.003, -0.039], [-0.201, -0.002, 0.064], [1.190, -1.210, -0.207], [0.044, -0.153, -0.044], [-0.006, 0.029, -0.048], [0.020, 0.045, 0.031], [-0.029, 0.016, 0.035], [-0.051, 0.015, -0.001], [0.015, 0.112, 0.039], [-0.043, 0.054, 0.106], [0.132, 0.012, -0.011], [-0.137, -0.030, -0.070], [-0.118, -0.066, -0.142], [0.208, 0.026, 0.179], [0.010, 0.002, 0.015], [0.001, 0.017, 0.015], [0.003, -0.014, 0.014], [0.030, -0.038, -0.018], [-0.024, -0.020, 0.000], [-0.007, 0.038, -0.039], [0.009, -0.013, 0.007], [-0.011, -0.021, -0.118], [0.473, -0.197, 0.038], [-0.024, 0.002, 0.017], [-0.002, 0.011, -0.009], [-0.023, 0.013, -0.017], [-0.009, 0.009, -0.174]],
  "lowdin_spin": [1.50, 0.00, 0.00, 0.00, 0.00, 0.00, 0.00, 0.01, 0.01, 0.00, 0.00, 0.00, 0.00, 0.00, 0.00, 0.00, 0.00, 0.00, 0.00, 0.00, 0.00, 0.01, 0.02, 0.01, 0.00, 0.00, 0.01, 0.00, 0.01, 0.00, 0.00, 0.00, 0.00, 0.00, 0.00, 0.00, 0.00, 0.00, 0.00, 0.00, 0.00, 0.01, 0.00, 0.00, 0.00, 0.00, 0.00, 0.00, 0.00, 0.00, 0.00, 0.00, 0.00, 0.00, 0.00, 0.00, 0.00, 0.00, 0.00, 0.00, 0.00, 0.00, 0.00, 0.00, 0.00, 0.00, 0.00, 0.00, 0.00, 0.00, 0.00, 0.00, 0.00, 0.00, 0.00, 0.00, 0.00, 0.00, 0.00, 0.00, 0.00, 0.01, 0.02, 0.02, 0.03, 0.00, 0.00, 0.03, 0.07, -0.01, 0.08, 0.00, 0.06, 0.03, 0.00, 0.00, 0.00, 0.01, 0.00, 0.00, 0.00, 0.00, 0.00, 0.00, 0.01, 0.00, 0.00, 0.00, 0.00, 0.00, 0.00, 0.00, 0.00, 0.01, 0.00, 0.00, 0.00, 0.00],
  "total_energy_ha": -3267.26694,
  "e_homo_ha": [-0.272, -0.369],
  "s_squared": 2.019,
  "relative_energy_kj_mol": 121.11,
  "max_force_ev_per_a": 2.170,
  "total_charge": 1,
  "multiplicity": 3,
  "gap_ev": [5.742, 8.390]
}